ORCA calculation (the ωB97M-V functional and the def2-TZVPD basis) on a structure of composition C8H17NO2P in a non-equilibrium geometry.

XYZ file:
```
29
Properties=species:S:1:pos:R:3:nbo_charge:R:1
C 3.150 -0.032 -0.468 0.6173
C -3.006 -0.825 1.158 -0.4059
C -3.627 0.561 1.056 -0.4237
C -2.695 -1.248 -0.262 -0.5071
C -2.516 1.486 0.608 -0.2334
C -1.850 -0.239 -0.922 0.2175
C 5.444 0.601 -0.644 -0.2883
C 1.960 0.239 0.109 -0.6546
N -1.973 1.050 -0.714 -0.5057
O 3.355 -1.302 -0.736 -0.6567
O 4.096 0.994 -0.598 -0.4809
P 0.406 -0.848 -0.128 0.3605
H -2.117 -0.856 1.743 0.2149
H -3.771 -1.418 1.614 0.2401
H -4.525 0.685 0.421 0.2283
H -3.993 0.827 1.996 0.2417
H -2.220 -2.301 -0.312 0.2596
H -3.598 -1.374 -0.858 0.2728
H -3.005 2.470 0.483 0.2380
H -1.630 1.517 1.329 0.2149
H -1.377 -0.472 -1.892 0.2482
H 5.626 -0.339 -0.034 0.1747
H 6.188 1.399 -0.459 0.2361
H 5.737 0.407 -1.647 0.1854
H 1.820 1.367 0.180 0.2337
H -1.288 1.625 -1.246 0.4308
H 4.283 -1.417 -0.961 0.4999
H -0.094 -0.582 1.137 -0.0169
H 1.220 -1.972 0.048 0.0586
```

Results
Energy: -861.255153 a.u.
Gap between HOMO and LUMO: 7.651 eV
Charge: +1